DFT (wB97M-V/def2-TZVPD) results for C29H50N5O3S3Si3Yb as an isolated structure at a distorted geometry.

Each line ends with the Mulliken spin population.
Positions of all 94 atoms, in Å:
1 H -0.36245 1.04041 -6.55388  0.00
2 H 1.46215 -0.29363 -5.56496  0.00
3 H 3.57670 -2.95561 3.33231  0.00
4 H -0.68802 -0.29351 6.75304  0.00
5 O -1.41362 -0.79994 1.48260  0.00
6 H 3.65174 0.16775 -0.23490  0.00
7 H -3.34138 0.62353 3.12501  0.00
8 H 1.51789 -2.03658 6.65243  0.00
9 N -2.70522 2.58777 -6.45646  0.00
10 H -1.96961 1.65703 3.51926  0.00
11 C -2.36178 1.35403 -2.38191  0.00
12 H -0.31713 2.79385 4.13238  0.00
13 Si 0.83942 0.72278 5.04309  0.00
14 H -1.01890 4.71307 0.04625  0.00
15 C -2.52402 2.11645 -5.08190  0.00
16 H 1.28461 3.83766 1.32563  0.00
17 H 2.85316 -0.18685 6.26845  0.00
18 C 2.63072 0.67232 5.64495  0.00
19 S 2.40957 -3.89609 -0.87495  0.00
20 H 0.30617 -3.43294 2.16761  0.00
21 H -1.10570 1.39504 6.48590  0.00
22 H -3.32788 -2.09320 3.79162  0.00
23 H -0.68212 3.39526 2.16866  0.00
24 O -3.68907 3.26077 -6.67973  0.00
25 H -0.12429 -4.20187 3.70108  0.00
26 H 0.06902 -2.91023 6.19034  0.00
27 C -0.74692 2.51771 1.51205  0.00
28 N -0.21816 0.40220 -2.76368  0.00
29 H -2.62219 -1.41515 -0.08675  0.00
30 H 3.25318 2.77418 0.35779  0.00
31 C 3.46431 0.74524 -1.13741  0.00
32 H 1.47435 -4.41722 3.01177  0.00
33 H 2.21787 1.54927 1.09646  0.00
34 H -1.99572 -2.44779 4.87848  0.00
35 H 1.14208 2.87030 -2.23222  0.00
36 C 2.12512 2.41010 -2.15765  0.00
37 H 0.27681 0.97861 7.48844  0.00
38 H -2.66367 0.62785 4.74191  0.00
39 H 3.38708 0.04344 -1.96552  0.00
40 C 1.42486 -2.62505 -0.55339  0.00
41 H 2.29578 1.84146 -3.06916  0.00
42 H -0.22861 1.69186 2.02079  0.00
43 C 1.20006 3.32538 0.36089  0.00
44 Yb -0.07138 0.05202 -0.36244  1.00
45 H -3.36270 -1.54363 1.52462  0.00
46 S -0.12469 -2.41510 -1.34828  0.00
47 C 0.67024 -3.69482 3.15689  0.00
48 C 0.72021 -0.07836 -3.56421  0.00
49 H 3.33381 0.66516 4.81536  0.00
50 C -0.33438 0.86084 -5.49338  0.00
51 N -2.28006 0.90367 -1.11332  0.00
52 H -2.03684 -3.18507 3.29601  0.00
53 O -1.86983 2.29620 -7.29317  0.00
54 H 1.51504 -0.65162 -3.09560  0.00
55 C 0.40303 -0.62391 3.87084  0.00
56 H 3.73971 -2.05636 4.84319  0.00
57 C -3.51942 2.45839 -4.21509  0.00
58 C 0.68598 0.12612 -4.94286  0.00
59 C -0.27417 0.69645 6.58895  0.00
60 H 1.36454 4.08358 -0.40543  0.00
61 C 1.11999 -2.76063 5.94886  0.00
62 C -4.44781 1.84594 -0.67145  0.00
63 H 1.04824 3.18069 5.16016  0.00
64 Si 1.33815 -2.21716 4.13844  0.00
65 H 2.88771 3.19960 -2.10905  0.00
66 C 0.69990 2.50072 4.37964  0.00
67 C -4.53593 2.31841 -1.95552  0.00
68 C -2.43649 -1.66980 0.96217  0.00
69 H -2.11969 -2.71279 0.99434  0.00
70 Si -1.26137 -0.76824 3.25263  0.00
71 C -0.99539 3.76422 -0.50187  0.00
72 H -1.79726 2.25260 1.40021  0.00
73 H -5.40142 2.86873 -2.29343  0.00
74 C 2.28020 2.26746 0.26473  0.00
75 C 3.21744 -2.08789 3.88741  0.00
76 C -3.47894 2.05864 -2.85654  0.00
77 H -5.23979 2.00459 0.04568  0.00
78 C -2.40271 0.68224 3.68887  0.00
79 H 3.49844 -1.21109 3.31523  0.00
80 C -3.30827 1.13191 -0.29201  0.00
81 H 1.33432 2.65844 3.50630  0.00
82 C -1.37102 1.35580 -4.66818  0.00
83 H -3.21800 0.72925 0.70867  0.00
84 N -0.16147 2.77937 0.19278  0.00
85 H 2.82368 1.56924 6.23999  0.00
86 C -1.27701 1.04973 -3.29543  0.00
87 S 1.85298 -1.40265 0.62510  0.01
88 H 1.63581 -3.70830 6.12543  0.00
89 H -4.36017 3.02722 -4.57989  0.00
90 H 4.29902 1.42924 -1.32393  0.00
91 C -2.25001 -2.27142 3.83949  0.00
92 N 2.21489 1.50843 -1.00113  0.00
93 H -2.01543 3.40055 -0.58690  0.00
94 H -0.60739 3.95313 -1.50340  0.00

Results
**LUMO energy (spin up / spin down)**: -2.5 / -2.5 eV
**Kohn-Sham gap (spin up / spin down)**: 3.50 / 3.50 eV
**Largest force on an atom**: 1.2 eV/Å
**Multiplicity**: 2
**Energy above the lowest of the compared OMol25 structures with the same formula, charge and spin**: 39.1 kcal per mole
**E**: -4856.353811 hartree